19
Properties=species:S:1:pos:R:3 method="wB97M-V/def2-TZVPD" molar_mass_g_mol=133.2 e_above_lowest_ev=5.763 fmax_ev_per_a=7.9 e_lumo_ha=-0.099
O -1.05593 1.79885 -0.15340
H -1.67332 0.07445 -2.40527
H -0.95432 -1.87143 2.13579
C -0.64802 -1.43156 1.17630
H -2.69460 -0.11737 2.42381
C 1.13192 0.79129 0.20427
H -2.44284 1.44792 1.72015
C -0.26090 0.88232 0.41340
H 2.77695 0.91384 -1.07238
H -1.17634 -1.93223 0.32952
H 1.84830 0.48231 0.97212
C -2.31394 0.39387 1.52944
C 1.77407 0.53473 -1.10314
H 1.25696 1.08858 -1.91327
H -1.67574 -0.45466 -2.97388
H 0.44285 -1.49243 1.04782
N -0.88382 0.06024 1.39889
H -2.89946 0.17563 0.67761
S 1.48294 -1.25944 -1.42679